Record 1
Here is a 2-piece molecular cluster, C2H6O3 overall from the Open Molecules 2025 dataset. Energies are from the ωB97M-V functional and the def2-TZVPD basis.

Each atom is followed by the atoms it is bonded to, with distances in Å.
Cartesian coordinates (Å):
1 C -1.995 -0.126 -0.148  O2 1.386, H4 1.097, H5 1.100, H6 1.099
2 O -0.616 -0.180 -0.015  C1 1.386
3 H 0.821 -0.398 0.962  C7 1.183
4 H -2.502 0.555 0.547  C1 1.097
5 H -2.211 0.230 -1.165  C1 1.100
6 H -2.437 -1.130 -0.074  C1 1.099
7 C 1.583 0.322 0.412  H3 1.183, O8 1.398, O9 1.311, H11 1.101
8 O 2.470 -0.474 -0.318  C7 1.398, H10 0.967
9 O 0.720 1.059 -0.244  C7 1.311
10 H 2.026 -0.733 -1.137  O8 0.967
11 H 2.141 0.876 1.181  C7 1.101

Calculated values
Maximum force = 2.15 eV Å⁻¹
Relative energy (zero: lowest compared OMol25 entry of this formula, charge and spin) = 141.09 kcal/mol
E_LUMO (spin up / spin down) = -1.6 / -1.6 eV

---

Record 2
Here is a single H4O3Si molecule from the Open Molecules 2025 dataset. Energies are from the ωB97M-V functional and the def2-TZVPD basis.

Each atom is followed by the atoms it is bonded to, with distances in Å.
Cartesian coordinates (Å):
1 O -0.410 -1.568 -0.242  Si2 1.634, H5 0.901
2 Si 0.102 -0.124 0.324  O1 1.634, O3 1.676, O4 1.604, H6 1.460
3 O -1.028 0.963 -0.266  Si2 1.676, H7 1.185
4 O 1.559 0.242 -0.239  Si2 1.604, H8 0.911
5 H -1.104 -1.961 0.176  O1 0.901
6 H -0.036 -0.132 1.778  Si2 1.460
7 H -0.603 2.057 -0.425  O3 1.185
8 H 1.519 0.524 -1.105  O4 0.911

Calculated values
Maximum force = 5.80 eV Å⁻¹
Structure (SMILES) = O[SiH](O)O
Relative energy (zero: lowest compared OMol25 entry of this formula, charge and spin) = 13.61 kcal/mol
E_LUMO = 0.4 eV